# 1
ORCA calculation (wB97M-V/def2-TZVPD) on a molecular structure, C5H12O4 at a distorted geometry.

Results
max |F|	0.0272	Eh/bohr
E_tot	-13566.043	eV
E_LUMO (alpha / beta)	-0.22 / -0.22	eV
HOMO-LUMO gap (alpha / beta)	7.64 / 7.64	eV
E_HOMO (alpha / beta)	-7.9 / -7.9	eV

Positions of all 21 atoms, in Å:
C -1.364 -0.882 1.548
C -0.784 0.365 2.180
O -0.776 -2.000 2.154
O -1.111 -0.949 0.134
H -1.167 -2.794 1.769
H 0.109 -0.890 -0.131
H -2.457 -0.909 1.647
H -1.003 0.368 3.247
H -1.219 1.253 1.722
H 0.296 0.388 2.031
C 0.146 0.607 -1.812
C 1.232 1.536 -2.243
C 1.500 -0.707 -0.424
O -0.834 1.043 -1.138
O 2.151 -0.068 0.363
H -1.233 0.053 -0.440
H 0.021 -0.313 -2.396
H 2.021 -1.434 -1.108
H 2.132 0.994 -2.533
H 1.460 2.245 -1.449
H 0.880 2.091 -3.119

---

# 2
ORCA calculation (wB97M-V/def2-TZVPD) on 2 unconnected molecules or ions with the total composition C6H12S.

Results
max |F|	0.0048	Eh/bohr
E_tot	-17250.433	eV
E_LUMO	0.99	eV
HOMO-LUMO gap	9.40	eV
SMILES string	C=CC=C.CSC
E_HOMO	-8.4	eV

Positions of all 19 atoms, in Å:
C 1.168 0.522 2.172
C 0.844 -0.696 1.754
C -0.265 -1.466 2.310
C -0.671 -2.633 1.823
H 0.604 0.989 2.971
H 1.976 1.090 1.736
H 1.427 -1.160 0.964
H -0.766 -1.032 3.171
H -1.501 -3.169 2.262
H -0.175 -3.089 0.975
C -1.045 -0.142 -1.206
S 0.335 0.718 -1.991
C -0.400 2.361 -2.084
H -1.964 0.075 -1.749
H -1.158 0.169 -0.169
H -0.866 -1.213 -1.244
H 0.250 3.000 -2.680
H -1.369 2.307 -2.577
H -0.502 2.804 -1.095

---

# 3
ORCA calculation (wB97M-V/def2-TZVPD) on a molecular structure, C4H4BeO5 at a distorted geometry.

Results
max |F|	0.1158	Eh/bohr
E_tot	-14851.334	eV
E_LUMO	-0.57	eV
HOMO-LUMO gap	9.24	eV
E_HOMO	-9.8	eV

Positions of all 14 atoms, in Å:
O 1.271 -0.507 0.516
H -2.128 -0.137 -1.528
O 1.235 1.686 0.066
O -0.196 0.344 -1.049
C -1.377 -0.371 -0.763
C -1.756 0.135 0.633
O -0.581 0.736 1.126
C 0.475 0.598 0.180
H -1.199 -1.459 -0.767
H -2.074 -0.679 1.301
H -2.556 0.891 0.595
Be 2.159 0.769 0.535
C 3.053 -0.534 -0.287
O 3.675 -1.473 -0.559

---

# 4
ORCA calculation (wB97M-V/def2-TZVPD) on 10 unconnected molecules or ions with the total composition C33H58O13 at a distorted geometry.

Results
max |F|	0.3507	Eh/bohr
E_tot	-61763.323	eV
E_LUMO	-2.08	eV
HOMO-LUMO gap	6.67	eV
SMILES string	O=C1C=C(O)C(=O)C=C1O.CC(C)=O.CC(C)=O.CC(C)=O.CC(C)=O.CC(C)=O.CC(C)=O.CC(C)=O.CC(C)=O.CC(C)=O
E_HOMO	-8.7	eV

Positions of all 104 atoms, in Å:
C -0.789 -0.446 -0.166
C 0.218 -0.963 -1.289
C 1.590 -0.904 -1.235
O 2.236 -1.265 -2.166
C 2.163 -0.422 -0.075
C 1.406 -0.045 1.147
C -0.044 0.121 1.044
O -0.743 0.588 1.997
O 1.909 0.174 2.545
O -0.329 -1.436 -2.447
H -1.690 -0.497 -0.168
H 3.379 -0.578 0.231
H 2.860 -0.090 2.607
H 0.230 -1.712 -3.205
C 0.735 1.120 -4.558
C 0.734 2.497 -5.266
O 1.722 3.218 -5.523
C -0.645 3.241 -5.148
H 1.626 0.781 -4.422
H 0.401 0.486 -5.278
H 0.122 1.023 -3.770
H -0.942 3.644 -6.130
H -0.481 3.998 -4.458
H -1.215 2.516 -4.824
C 0.255 2.156 5.217
C 0.677 3.335 6.130
O 0.443 3.273 7.316
C 1.655 4.300 5.392
H -0.543 2.285 4.650
H -0.142 1.212 5.695
H 0.923 2.025 4.534
H 2.277 4.084 4.657
H 2.044 4.966 6.249
H 0.790 4.852 4.880
C -5.321 0.256 -0.287
C -4.995 -1.140 0.258
O -3.965 -1.718 0.044
C -6.134 -1.816 1.026
H -5.082 1.123 0.486
H -6.325 0.348 -0.659
H -4.747 0.565 -1.282
H -6.668 -1.046 1.564
H -5.569 -2.468 1.615
H -6.692 -2.360 0.371
C 0.998 -3.883 -6.532
C 1.562 -2.699 -5.847
O 1.008 -1.984 -4.974
C 3.133 -2.438 -6.009
H 1.489 -4.816 -6.226
H 1.132 -3.637 -7.529
H -0.064 -3.814 -6.219
H 3.120 -2.284 -7.080
H 3.728 -3.181 -5.521
H 3.557 -1.489 -5.441
C -5.445 0.719 5.155
C -4.362 0.010 4.483
O -3.935 -1.096 4.774
C -3.514 0.955 3.500
H -6.431 -0.054 4.925
H -5.787 1.672 4.758
H -5.270 0.888 6.161
H -2.524 0.874 3.781
H -3.869 1.916 3.600
H -3.732 0.744 2.357
C -1.715 -2.696 2.565
C -2.511 -3.959 3.079
O -2.393 -4.188 4.202
C -3.250 -4.680 2.021
H -0.761 -3.041 2.255
H -1.599 -2.000 3.347
H -2.033 -1.872 1.894
H -3.961 -5.442 2.507
H -2.474 -5.333 1.397
H -3.579 -4.047 1.177
C 5.251 1.642 -0.192
C 4.012 2.383 -0.847
O 3.278 3.009 -0.142
C 3.793 2.294 -2.312
H 5.901 1.742 -0.872
H 5.198 0.669 0.184
H 5.734 2.469 0.435
H 3.088 2.915 -2.612
H 3.755 1.136 -2.676
H 4.718 2.392 -2.943
C -3.724 -1.047 -3.763
C -2.967 -1.812 -4.751
O -2.933 -3.070 -4.872
C -2.174 -0.982 -5.796
H -4.290 -1.627 -3.098
H -4.360 -0.323 -4.186
H -3.015 -0.566 -3.026
H -1.640 -0.053 -5.541
H -2.742 -0.656 -6.657
H -1.392 -1.557 -6.300
C 7.796 1.008 4.060
C 6.257 0.852 4.271
O 5.572 0.322 3.477
C 5.719 1.587 5.446
H 8.401 0.454 4.810
H 8.176 2.075 3.934
H 8.254 0.733 3.016
H 5.730 2.685 5.307
H 6.014 1.349 6.431
H 4.736 1.550 5.350

---

# 5
ORCA calculation (wB97M-V/def2-TZVPD) on a single C4H8O2 molecule.

Results
max |F|	0.0097	Eh/bohr
E_tot	-8372.124	eV
E_LUMO	0.85	eV
HOMO-LUMO gap	10.76	eV
SMILES string	C[C@@H](O)CC=O
E_HOMO	-9.9	eV

Positions of all 14 atoms, in Å:
C -1.091 -0.530 -0.856
C -0.453 0.607 -0.066
O -1.310 1.062 0.976
C 0.812 0.236 0.703
C 1.813 -0.712 0.107
O 1.787 -1.211 -0.993
H -2.118 -0.259 -1.121
H -0.523 -0.730 -1.766
H -1.131 -1.454 -0.272
H -0.231 1.432 -0.762
H -2.041 1.552 0.594
H 0.479 -0.193 1.658
H 1.364 1.143 0.990
H 2.643 -0.942 0.807